No. 1
ORCA calculation (the ωB97M-V functional and the def2-TZVPD basis) on a structure of composition C51H29AuI4N5S.

Each line ends with the Mulliken charge.
Atoms and positions in Å:
Au  -0.4034  0.0980  0.2034  2.07
I  -4.5397  6.1386  6.0970  0.11
C  -3.2413  4.9475  4.9334  -0.10
C  -1.8917  4.8839  5.2382  -0.61
C  -1.0528  4.0712  4.4913  0.03
C  -1.5554  3.3403  3.4245  -1.15
C  -2.9120  3.4396  3.1115  -0.11
C  -3.7550  4.2277  3.8671  -0.74
C  -0.8021  2.3948  2.5710  1.45
C  -0.6770  1.0704  2.9882  0.03
C  -0.6890  0.5737  4.3188  -1.11
C  -0.3802  -0.7586  4.2578  -1.16
C  -0.2382  -1.0978  2.8841  0.14
C  -0.1220  -2.4004  2.3198  0.45
C  0.6600  -3.4167  2.9311  0.98
C  0.5933  -4.7718  2.5306  -0.70
C  1.3210  -5.7432  3.1730  -0.92
C  2.1842  -5.3957  4.2083  -0.18
I  3.2246  -6.8966  5.2486  0.12
C  2.3619  -4.0565  4.5474  -0.75
C  1.6159  -3.0878  3.9231  -0.57
C  -0.9160  -2.6424  1.1292  0.01
N  -0.9618  -1.7574  0.1117  -0.09
C  -1.8755  -2.2174  -0.8168  0.04
C  -2.1176  -1.6053  -2.0506  1.20
C  -3.2796  -2.0881  -2.8260  -1.24
C  -3.2474  -3.1848  -3.6756  0.06
C  -4.4080  -3.6293  -4.2856  -0.62
C  -5.6062  -2.9801  -4.0355  -0.11
I  -7.3919  -3.6902  -4.9116  0.12
C  -5.6491  -1.8736  -3.2027  -0.75
C  -4.4872  -1.4299  -2.6032  -0.04
C  -1.3372  -0.5478  -2.5216  0.74
C  -1.1000  -0.1805  -3.8751  -1.33
C  -0.1248  0.7748  -3.8691  -1.30
C  0.1599  1.0845  -2.5018  0.12
N  -0.5595  0.2338  -1.7170  -0.17
C  0.8293  2.2030  -2.0034  1.74
C  0.5249  2.7259  -0.7184  0.57
C  0.6095  4.0762  -0.2911  -1.22
C  0.0198  4.1461  0.9484  -1.36
C  -0.3478  2.8314  1.3136  0.24
N  -0.0357  1.9938  0.2766  -0.28
C  1.8590  2.9059  -2.7917  -1.02
C  1.6444  4.1180  -3.4363  -0.28
C  2.6923  4.7810  -4.0494  -0.60
C  3.9699  4.2481  -3.9897  -0.23
I  5.5901  5.3135  -4.8284  0.11
C  4.1955  3.0251  -3.3800  -0.55
C  3.1381  2.3502  -2.8019  0.05
C  -2.4256  -3.4232  -0.3364  -1.08
C  -1.8240  -3.6890  0.8741  -1.44
N  -0.4104  0.0182  2.1413  -0.47
H  -1.4958  5.4629  6.0582  0.42
H  -0.0050  4.0202  4.7453  0.51
H  -3.3057  2.8746  2.2788  0.51
H  -4.8049  4.2745  3.6227  0.40
H  -0.8577  1.1740  5.1911  0.70
H  -0.3291  -1.4594  5.0670  0.74
H  -0.0381  -5.0566  1.7061  0.55
H  1.2218  -6.7769  2.8778  0.42
H  3.0896  -3.7819  5.2957  0.41
H  1.7923  -2.0500  4.1610  0.55
H  -2.3151  -3.6995  -3.8530  0.49
H  -4.3761  -4.4864  -4.9404  0.43
H  -6.5801  -1.3637  -3.0098  0.41
H  -4.5161  -0.5810  -1.9359  0.51
H  -1.5896  -0.6353  -4.7142  0.65
H  0.3198  1.2607  -4.7145  0.69
H  1.0279  4.8828  -0.8608  0.67
H  -0.1148  5.0081  1.5737  0.63
H  0.6484  4.5319  -3.4792  0.58
H  2.5162  5.7099  -4.5694  0.42
H  5.1887  2.6039  -3.3541  0.45
H  3.3060  1.3925  -2.3335  0.24
H  -3.1560  -4.0116  -0.8559  0.69
H  -2.0595  -4.4941  1.5404  0.81
S  4.5928  0.4671  0.5402  -0.25
C  2.9049  0.5249  0.8986  -0.35
N  2.1265  -0.1485  0.1269  0.53
C  2.8287  -0.7951  -0.8565  -1.12
C  2.2974  -1.6041  -1.8601  0.00
C  3.1537  -2.1674  -2.7802  -0.94
C  4.5299  -1.9407  -2.7196  -0.59
C  5.0821  -1.1537  -1.7291  -0.43
C  4.2236  -0.5824  -0.8011  0.99
H  2.5488  1.1029  1.7316  0.37
H  1.2340  -1.7759  -1.9022  0.51
H  2.7595  -2.8014  -3.5599  0.46
H  5.1764  -2.3866  -3.4591  0.41
H  6.1464  -0.9854  -1.6674  0.47

spin multiplicity: 1
LUMO (spin up / spin down): -4.500 / -4.385 eV
charge: +1
HOMO (spin up / spin down): -0.353 / -0.353 hartree
total energy: -3959.09145 Ha
orbital gap (spin up / spin down): 5.11 / 5.22 eV
F_max: 1.61 eV Å⁻¹

***

No. 2
ORCA calculation (the ωB97M-V functional and the def2-TZVPD basis) on a structure of composition C51H30N8OOsS3Te.

Each line ends with the Mulliken charge.
Atoms and positions in Å:
Os  -0.6529  0.0303  0.0902  -0.59
C  -1.1176  5.5453  3.6558  -0.71
C  -0.4216  4.7994  4.6198  -0.76
C  -0.0171  3.5010  4.3696  -0.22
C  -0.3267  2.9583  3.1265  0.34
C  -0.0625  1.6694  2.5389  -0.75
N  -0.5697  1.6717  1.2771  0.76
C  -1.1677  2.8548  1.0079  -0.50
N  -1.8215  3.2127  -0.1297  -0.43
C  -2.0352  2.4119  -1.1245  0.03
C  -2.7895  2.7880  -2.3359  -0.16
C  -3.3425  3.9932  -2.7184  -0.15
C  -3.9985  4.0319  -3.9447  -0.79
C  -4.0996  2.8947  -4.7451  -0.76
C  -3.5449  1.6825  -4.3481  -0.02
C  -2.8858  1.6566  -3.1361  0.20
C  -2.1784  0.5618  -2.4435  -0.37
N  -2.1080  -0.6504  -2.8937  -0.35
C  -1.4831  -1.6703  -2.2480  -0.33
N  -0.7541  -1.6037  -1.1061  0.88
C  -0.3675  -2.8504  -0.7170  -0.66
N  0.3585  -3.1746  0.3751  -0.17
C  0.6147  -2.3583  1.3525  -0.17
N  0.1152  -1.1041  1.5905  1.04
C  0.7471  -0.5273  2.6674  0.06
N  0.6324  0.6756  3.1367  -0.46
C  1.6438  -1.5466  3.2490  0.20
C  2.4849  -1.5038  4.3423  -0.25
C  3.2414  -2.6409  4.6074  -0.75
C  3.1565  -3.7714  3.7968  -0.78
C  2.3111  -3.8031  2.6914  -0.54
C  1.5593  -2.6732  2.4415  0.07
C  -0.8317  -3.7902  -1.7059  0.34
C  -0.7001  -5.1707  -1.8176  -0.26
C  -1.2894  -5.7840  -2.9073  -0.75
C  -1.9947  -5.0422  -3.8682  -0.75
C  -2.1265  -3.6703  -3.7636  -0.15
C  -1.5341  -3.0469  -2.6695  -0.02
N  -1.6699  1.0903  -1.2764  1.12
C  -1.0216  3.7059  2.1615  0.38
C  -1.4256  5.0117  2.4181  -0.40
H  -1.4167  6.5581  3.8913  0.41
H  -0.1990  5.2534  5.5761  0.43
H  0.5218  2.9214  5.1060  0.57
H  -3.2600  4.8655  -2.0855  0.60
H  -4.4436  4.9577  -4.2839  0.43
H  -4.6211  2.9585  -5.6905  0.43
H  -3.6148  0.7940  -4.9591  0.62
H  2.5492  -0.6176  4.9579  0.59
H  3.9137  -2.6490  5.4544  0.44
H  3.7636  -4.6355  4.0299  0.47
H  2.2418  -4.6693  2.0482  0.60
H  -0.1552  -5.7353  -1.0740  0.58
H  -1.2093  -6.8560  -3.0259  0.42
H  -2.4435  -5.5598  -4.7052  0.41
H  -2.6693  -3.0940  -4.4996  0.59
H  -1.9590  5.5804  1.6705  0.59
O  1.2580  0.2673  -0.3434  -0.51
C  2.0809  0.8859  -1.3041  1.86
C  1.2978  1.4493  -2.4771  0.16
C  0.7930  0.7177  -3.5123  -0.19
C  0.1008  1.5044  -4.4655  -1.22
C  0.1041  2.8266  -4.1393  -0.40
S  0.9409  3.1196  -2.6808  -0.13
C  2.9125  1.9493  -0.6010  -0.50
C  4.2668  2.1016  -0.5820  -0.75
C  4.6949  3.1914  0.2210  -0.71
C  3.6548  3.8392  0.8098  -0.76
S  2.1570  3.1296  0.4019  0.44
C  3.0088  -0.1871  -1.8410  -1.01
C  3.8757  -0.1299  -2.8914  -0.50
C  4.5899  -1.3417  -3.0751  -0.81
C  4.2408  -2.2874  -2.1579  -0.66
S  3.0511  -1.7159  -1.0748  0.20
H  0.9258  -0.3523  -3.5897  0.74
H  -0.3788  1.1048  -5.3457  0.40
H  -0.3502  3.6424  -4.6750  0.52
H  4.9383  1.4513  -1.1199  0.56
H  5.7282  3.4699  0.3576  0.43
H  3.6856  4.6885  1.4706  0.48
H  3.9837  0.7423  -3.5194  0.64
H  5.3191  -1.5024  -3.8542  0.45
H  4.6152  -3.2928  -2.0712  0.49
Te  -3.1008  -0.4598  1.0431  0.27
C  -2.6100  -1.7174  2.6622  0.22
C  -2.5334  -1.1906  3.9475  -0.43
C  -2.1597  -1.9984  5.0147  -0.65
C  -1.8567  -3.3341  4.8039  -0.56
C  -1.9408  -3.8660  3.5246  -0.48
C  -2.3234  -3.0640  2.4600  -0.21
H  -2.7434  -0.1420  4.1149  0.42
H  -2.0973  -1.5771  6.0093  0.40
H  -1.5583  -3.9612  5.6341  0.39
H  -1.7071  -4.9082  3.3520  0.43
H  -2.3887  -3.4899  1.4658  0.39

spin multiplicity: 5
LUMO (spin up / spin down): -1.025 / -2.423 eV
charge: 0
HOMO (spin up / spin down): -0.221 / -0.279 hartree
<S²>: 6.058
total energy: -4028.13772 Ha
orbital gap (spin up / spin down): 4.98 / 5.16 eV
F_max: 0.42 eV Å⁻¹